[1]
16
Properties=species:S:1:pos:R:3 method="wB97M-V/def2-TZVPD" total_energy_ev=-8855.4642 gap_ha="0.38327 / 0.27809" spin_multiplicity=2 largest_force_ha_per_bohr=0.0468
C -1.246 -0.954 -1.478
C -1.498 0.133 -0.397
C -0.204 0.487 0.309
O 0.265 -0.319 1.268
N -0.160 -0.620 -2.400
H -2.181 -1.089 -1.984
H -0.964 -1.841 -0.897
H -1.866 1.068 -0.843
H -2.460 -0.143 0.013
H -0.451 1.443 0.839
H 0.545 0.886 -0.387
H -0.371 -1.098 -3.265
H 0.755 -0.894 -2.078
H 3.001 0.667 2.444
H 1.545 0.556 2.062
O 2.191 1.188 2.445

[2]
19
Properties=species:S:1:pos:R:3 method="wB97M-V/def2-TZVPD" total_energy_ev=-10943.2604 gap_ha=0.23836 spin_multiplicity=1 smiles=N[C@@H](C[O-])CCC[O-] total_charge=-2 largest_force_ha_per_bohr=0.0686
C -2.068 -0.025 -0.419
O -2.794 0.079 -1.516
C -0.709 0.622 -0.818
C 0.520 -0.175 -0.410
C 0.926 -0.044 1.174
C 2.299 -0.777 1.547
O 2.661 -0.708 2.807
N -0.740 1.079 -2.257
H -2.601 0.464 0.462
H -2.130 -1.175 -0.187
H -0.520 1.682 -0.251
H 0.364 -1.229 -0.582
H 1.356 0.213 -0.934
H 1.022 0.943 1.656
H 0.184 -0.382 1.954
H 3.024 -0.500 0.804
H 2.277 -1.964 1.266
H -1.739 1.536 -2.301
H -0.799 0.281 -2.860

[3]
23
Properties=species:S:1:pos:R:3 method="wB97M-V/def2-TZVPD" total_energy_ev=-32915.4727 gap_ha="0.27487 / 0.16608" spin_multiplicity=1 largest_force_ha_per_bohr=0.0296
C 0.966 -3.563 -1.004
C -1.230 2.513 1.652
C 0.671 -3.714 0.343
C -1.713 3.576 0.901
C 0.899 -2.300 -1.568
C -0.525 1.504 1.015
C 0.318 -2.586 1.078
C -1.465 3.600 -0.469
C 0.524 -1.250 -0.739
C -0.384 1.617 -0.362
N 0.249 -1.383 0.551
N -0.814 2.636 -1.086
O 0.408 0.562 -2.840
P 0.461 0.416 -1.394
I 4.026 0.311 0.651
H 1.250 -4.416 -1.602
H -1.395 2.472 2.718
H 0.722 -4.681 0.818
H -2.262 4.380 1.364
H 1.119 -2.119 -2.609
H -0.115 0.655 1.534
H 0.087 -2.652 2.133
H -1.798 4.424 -1.083

[4]
12
Properties=species:S:1:pos:R:3 method="wB97M-V/def2-TZVPD" total_energy_ev=-6657.6116 gap_ha=0.35899 spin_multiplicity=1 smiles="[H]/N=C(/N)NC" largest_force_ha_per_bohr=0.0276
C -0.996 -0.536 -1.200
N 0.173 -0.558 -0.335
C 0.468 0.484 0.558
N 1.346 0.067 1.550
N 0.013 1.664 0.542
H -0.632 -0.568 -2.230
H -1.538 0.396 -1.112
H -1.628 -1.391 -1.024
H 0.975 -1.000 -0.751
H 1.312 -0.938 1.625
H 1.267 0.509 2.452
H -0.760 1.870 -0.074

[5]
48
Properties=species:S:1:pos:R:3 method="wB97M-V/def2-TZVPD" total_energy_ev=-28185.2603 gap_ha=0.33302 spin_multiplicity=1 smiles="CC[C@H](C)[C@@H](NC(=O)OC(C)(C)C)C(=O)NCc1ccco1" largest_force_ha_per_bohr=0.0197
C -5.229 -0.620 0.426
H -5.121 -0.072 1.358
C -3.967 -0.515 -0.423
H -3.751 0.540 -0.609
H -4.158 -0.992 -1.388
C -2.752 -1.182 0.232
C -2.295 -0.436 1.482
H -3.054 -0.494 2.257
H -2.106 0.615 1.264
H -1.382 -0.882 1.865
H -3.021 -2.202 0.523
C -1.599 -1.326 -0.783
N -0.972 -0.062 -1.128
C -0.004 0.523 -0.362
O 0.729 -0.066 0.391
O 0.036 1.837 -0.651
C 1.045 2.689 -0.053
C 0.743 4.075 -0.624
H -0.264 4.381 -0.352
H 1.451 4.799 -0.232
H 0.817 4.057 -1.708
C 2.440 2.229 -0.470
H 3.182 2.928 -0.094
H 2.512 2.188 -1.555
H 2.649 1.243 -0.066
C 0.900 2.692 1.469
H 1.608 3.394 1.901
H 1.097 1.700 1.866
H -0.108 2.991 1.749
H -1.564 0.592 -1.620
H -2.008 -1.737 -1.718
C -0.556 -2.352 -0.300
O -0.747 -3.086 0.640
N 0.507 -2.457 -1.132
H 0.659 -1.710 -1.793
C 1.688 -3.211 -0.746
C 2.770 -2.307 -0.254
C 3.619 -1.474 -0.926
C 4.376 -0.802 0.063
C 3.926 -1.277 1.256
O 2.961 -2.185 1.071
H 4.208 -1.055 2.266
H 5.143 -0.072 -0.097
H 3.698 -1.356 -1.988
H 2.033 -3.787 -1.611
H 1.380 -3.884 0.057
H -6.080 -0.209 -0.112
H -5.441 -1.661 0.661

[6]
13
Properties=species:S:1:pos:R:3 method="wB97M-V/def2-TZVPD" total_energy_ev=-9375.4415 gap_ha=0.34463 spin_multiplicity=1 largest_force_ha_per_bohr=0.0679
C 1.214 1.471 0.094
C 3.791 -0.629 -1.152
C 0.402 0.475 0.385
C 0.104 -0.646 -0.633
C -0.345 0.466 1.682
O 2.029 2.299 -0.035
O 4.473 -0.797 -0.307
H -0.989 -0.536 -0.932
H 0.312 -1.608 -0.212
H 0.761 -0.498 -1.537
H -0.416 -0.540 2.212
H -1.449 0.776 1.548
H 0.290 0.935 2.431

[7]
96
Properties=species:S:1:pos:R:3 method="wB97M-V/def2-TZVPD" total_energy_ev=-73560.0257 gap_ha=0.30919 spin_multiplicity=1 smiles="NC(N)=O.NC(N)=O.NC(N)=O.NC(N)=O.NC(N)=O.NC(N)=O.NC(N)=O.NC(N)=O.NC(N)=O.NC(N)=O.NC(N)=O.NC(N)=O" largest_force_ha_per_bohr=0.1957
C 0.105 -3.878 2.681
O 0.411 -4.027 1.511
N -0.822 -3.062 3.119
N 0.817 -4.482 3.633
H -1.074 -2.423 2.379
H -1.008 -2.869 4.093
H 1.386 -5.235 3.274
H 0.385 -4.623 4.535
C -0.548 -6.566 -1.185
O -0.454 -5.763 -2.101
N -0.550 -6.331 0.080
N -0.594 -7.922 -1.309
H -0.380 -7.142 0.656
H -0.368 -5.365 0.314
H -0.241 -8.189 -2.216
H -0.613 -8.518 -0.494
C -0.244 -0.488 0.666
O -0.409 -0.344 1.854
N -0.143 0.475 -0.236
N -0.122 -1.571 0.021
H -0.012 1.389 0.172
H -0.027 0.318 -1.227
H -0.198 -1.633 -0.984
H 0.018 -2.440 0.517
C -0.966 2.461 -2.909
O 0.087 1.792 -2.734
N -1.887 2.596 -2.035
N -1.229 3.007 -4.089
H -1.672 2.066 -1.203
H -2.785 2.948 -2.336
H -2.141 3.436 -4.152
H -0.720 2.747 -4.921
C -1.974 5.336 1.044
O -3.128 4.865 1.141
N -1.736 6.581 1.181
N -0.982 4.698 0.580
H -2.424 7.310 1.310
H -0.752 6.792 1.267
H -0.189 5.191 0.195
H -1.349 3.904 0.075
C 3.197 0.304 -4.021
O 3.512 0.555 -2.888
N 3.947 -0.037 -5.032
N 2.066 0.598 -4.424
H 3.373 -0.520 -5.709
H 4.943 0.082 -4.921
H 1.604 0.397 -5.299
H 1.479 0.952 -3.682
C -1.011 -2.499 -3.597
O -1.340 -2.104 -2.508
N -0.863 -1.781 -4.681
N -0.699 -3.717 -3.887
H -0.405 -2.238 -5.457
H -0.999 -0.794 -4.518
H -0.699 -4.478 -3.224
H -0.380 -3.906 -4.827
C 0.121 0.807 5.528
O 1.229 1.287 5.185
N -0.180 0.385 6.731
N -0.849 0.746 4.774
H 0.613 0.205 7.330
H -1.068 0.107 7.125
H -1.606 0.121 5.014
H -0.597 0.477 3.834
C 2.536 4.252 -2.414
O 1.778 4.774 -3.235
N 3.391 4.885 -1.694
N 2.194 3.220 -1.744
H 4.032 4.537 -0.995
H 3.334 5.883 -1.842
H 2.796 2.864 -1.016
H 1.316 2.752 -1.916
C -4.755 1.039 2.267
O -4.547 2.069 1.592
N -3.985 -0.051 2.328
N -5.738 0.890 3.079
H -4.424 -0.805 2.837
H -3.170 -0.126 1.737
H -6.101 1.831 3.027
H -5.661 0.279 3.880
C 1.288 4.415 3.359
O 1.666 5.431 2.762
N 1.115 3.344 2.706
N 1.195 4.314 4.695
H 1.282 3.371 1.710
H 1.136 2.503 3.265
H 1.318 5.070 5.354
H 0.888 3.415 5.036
C 2.779 -3.550 -1.380
O 3.381 -3.089 -0.447
N 3.068 -3.283 -2.581
N 1.695 -4.378 -1.208
H 2.669 -3.737 -3.390
H 3.922 -2.744 -2.611
H 1.530 -4.516 -0.221
H 1.216 -4.856 -1.958

[8]
104
Properties=species:S:1:pos:R:3 method="wB97M-V/def2-TZVPD" total_energy_ev=-166456.5583 gap_ha="0.21919 / 0.17662" spin_multiplicity=2 total_charge=+2 largest_force_ha_per_bohr=0.0365
Os 0.630 -0.081 0.344
C 0.540 -1.789 -2.574
C 1.231 -0.479 -2.967
C 0.613 0.821 -2.453
C 2.705 -0.457 -2.681
C 3.568 -0.336 -3.754
C 4.938 -0.321 -3.569
C 5.434 -0.372 -2.285
C 4.616 -0.442 -1.158
C 5.414 -0.322 0.158
C 4.756 0.328 1.367
C 6.100 -1.639 0.541
C 3.228 -0.549 -1.387
N 2.341 -0.819 -0.252
C 2.761 -1.775 0.557
C 2.068 -1.994 1.746
C 2.241 -2.798 2.861
C 1.264 -2.393 3.783
C 0.546 -1.346 3.224
N 1.011 -1.125 1.940
C -0.471 -0.482 3.905
C -1.299 0.300 2.899
C -1.404 -1.338 4.773
C 0.294 0.507 4.808
H -0.453 -1.838 -3.011
H 0.437 -1.947 -1.495
H 1.111 -2.639 -2.951
H 1.135 -0.440 -4.054
H 0.713 0.958 -1.340
H -0.435 0.903 -2.709
H 1.135 1.690 -2.856
H 3.153 -0.284 -4.754
H 5.609 -0.247 -4.414
H 6.505 -0.315 -2.127
H 6.217 0.364 -0.115
H 4.039 -0.307 1.891
H 4.276 1.264 1.083
H 5.532 0.583 2.089
H 5.390 -2.391 0.892
H 6.811 -1.467 1.350
H 6.648 -2.064 -0.299
H 3.642 -2.350 0.303
H 3.000 -3.555 2.993
H 1.118 -2.786 4.776
H -1.903 -0.359 2.282
H -0.663 0.935 2.248
H -1.971 0.976 3.426
H -1.796 -2.191 4.217
H -2.250 -0.736 5.111
H -0.892 -1.706 5.662
H 0.970 1.145 4.235
H 0.884 -0.024 5.554
H -0.417 1.150 5.332
C -2.506 2.912 -1.664
Ge -3.352 1.732 -0.381
C -5.099 1.086 -0.893
C -3.365 2.497 1.385
Ge -1.764 -0.591 -0.501
C -2.533 -1.022 -2.244
C -2.885 -2.363 -2.453
C -3.502 -2.751 -3.631
C -3.803 -1.810 -4.607
C -3.470 -0.477 -4.411
C -2.834 -0.090 -3.242
C -2.530 -1.962 0.625
C -3.919 -2.121 0.680
C -4.473 -3.235 1.292
C -3.648 -4.216 1.828
C -2.268 -4.070 1.780
C -1.711 -2.943 1.193
H -2.511 3.906 -1.216
H -3.084 2.935 -2.587
H -1.473 2.652 -1.891
H -5.596 1.952 -1.341
H -5.663 0.758 -0.022
H -5.063 0.288 -1.632
H -3.972 3.403 1.276
H -2.378 2.779 1.730
H -3.846 1.845 2.110
H -2.676 -3.111 -1.699
H -3.762 -3.790 -3.782
H -4.300 -2.115 -5.518
H -3.707 0.260 -5.168
H -2.570 0.951 -3.125
H -4.578 -1.382 0.240
H -5.548 -3.347 1.342
H -4.082 -5.097 2.281
H -1.626 -4.831 2.206
H -0.631 -2.836 1.186
C 1.358 1.715 1.050
C 0.927 2.961 0.347
C 0.071 3.860 0.980
C -0.285 5.050 0.367
C 0.207 5.345 -0.900
C 1.085 4.467 -1.536
C 1.447 3.291 -0.907
C -0.204 6.555 -1.563
N -0.552 7.500 -2.115
H 1.137 1.747 2.115
H 2.418 1.529 0.898
H -0.288 3.645 1.980
H -0.927 5.761 0.873
H 1.489 4.723 -2.506
H 2.174 2.637 -1.376